(1)
Entry from the OMol25 dataset: a molecular structure, C17H23BN2O3SW (ωB97M-V with the def2-TZVPD basis set).

Summary:
Orbital gap (alpha / beta) ... 5.205 / 5.560 eV
Total charge ... -1
Energy relative to the best compared isomer or geometry (same formula, charge and spin) ... 0.273 eV
Multiplicity ... 2
LUMO level (alpha / beta) ... 2.807 / 2.800 eV

CARTESIAN COORDINATES (ANGSTROEM)
W -0.0184 0.0781 0.4239
C -1.6658 -1.0483 1.4014
C -1.1254 -0.1502 2.3859
C -1.6927 1.1661 2.1555
C -2.5528 1.0930 1.0747
C -2.4208 -0.2227 0.5005
C -3.2293 -0.6959 -0.6694
C -3.3877 2.1899 0.4947
C -1.3603 2.3618 2.9898
C -0.4962 -0.5565 3.6847
C -1.6351 -2.5453 1.4501
H -4.3003 -0.6406 -0.4473
H -2.9904 -1.7238 -0.9333
H -3.0368 -0.0859 -1.5554
H -4.4094 2.1472 0.8878
H -3.4525 2.1071 -0.5904
H -2.9840 3.1761 0.7290
H -1.8652 2.3300 3.9612
H -1.6511 3.2871 2.4914
H -0.2849 2.4030 3.1738
H -1.2491 -0.5978 4.4799
H 0.2703 0.1541 4.0028
H -0.0324 -1.5385 3.6092
H -1.7071 -2.9694 0.4487
H -2.4615 -2.9437 2.0503
H -0.6974 -2.8987 1.8811
O 1.7289 0.4363 -0.7914
N 1.6802 1.1134 -1.9320
C 2.7249 0.9627 -2.7721
C 2.7857 1.6334 -3.9602
C 1.7243 2.4843 -4.2995
C 0.6649 2.6107 -3.4426
C 0.6140 1.9087 -2.2212
S -0.6697 2.0105 -1.1135
H 3.4703 0.2744 -2.4044
H 3.6331 1.4885 -4.6132
H 1.7339 3.0255 -5.2365
H -0.1806 3.2421 -3.6755
B -0.7188 -2.9508 -3.2804
C -0.4690 -1.9735 -2.0615
N -0.3068 -1.2632 -1.1647
H -0.1581 -2.4737 -4.2493
H -1.9241 -2.9952 -3.4490
H -0.2670 -4.0419 -2.9906
O 1.4932 -1.1318 1.5223
C 2.0044 -0.0856 1.9991
O 1.4837 1.0411 1.7837
H 2.9124 -0.1563 2.6134

natural (NBO) atomic charge list, values in e, 6 entries:
1 W 1.1932
2 C -0.1625
3 C -0.1975
4 C -0.0116
5 C -0.0256
6 C -0.0794

=====

(2)
Entry from the OMol25 dataset: a molecular structure, C17H23Br20INb at a distorted geometry (ωB97M-V with the def2-TZVPD basis set).

Summary:
Orbital gap ... 5.544 eV
Total charge ... -1
Multiplicity ... 1
LUMO level ... 0.712 eV

CARTESIAN COORDINATES (ANGSTROEM)
C 3.3299 -2.0708 1.6536
C 2.1319 -2.9749 1.7759
C 1.4651 -3.4303 0.6321
C 0.3312 -4.2323 0.7302
C -0.1955 -4.6198 1.9798
C -1.4387 -5.4513 2.1117
Nb -3.2475 -4.2585 1.4056
I -4.7107 -5.0478 3.6758
C -5.1063 -3.1683 0.5342
Br -4.5684 -2.1208 -1.0335
C -5.8785 -2.2918 1.5240
C -5.0307 -1.4622 2.4752
Br -7.0469 -0.9434 0.5978
C 0.5075 -4.1903 3.1167
C 1.6438 -3.3817 3.0227
H 3.0424 -1.0523 1.9319
H 3.6789 -2.0265 0.6234
H 4.1345 -2.3752 2.3220
H 1.8170 -3.1495 -0.3528
H -0.1794 -4.5533 -0.1702
H -1.3166 -6.4099 1.6079
H -1.6118 -5.6118 3.1787
H -3.6691 -5.7298 0.3799
H -2.3748 -3.8147 -0.0752
H -2.4523 -2.7513 2.0821
H -5.7810 -3.9397 0.1609
H -6.5985 -2.9242 2.0347
H -4.1747 -1.0265 1.9617
H -4.7130 -2.0514 3.3342
H -5.6242 -0.6377 2.8719
H 0.1566 -4.4878 4.0986
H 2.1493 -3.0686 3.9297
C -0.2236 0.2061 -1.9931
Br -0.4341 -1.4228 -1.0141
Br -0.1938 1.7305 -0.8170
Br 1.3404 0.1596 -3.1274
H -1.0802 0.3272 -2.6400
C 1.6818 5.0695 -2.7544
Br 1.4548 3.7979 -4.1772
Br 0.0052 5.5049 -1.9245
Br 2.9789 4.4708 -1.4700
H 2.0692 5.9784 -3.1894
C -3.6369 3.6788 -0.5588
Br -4.2482 1.9193 -0.1178
Br -5.1062 4.8945 -0.8429
Br -2.3983 4.3903 0.7362
H -3.0965 3.6106 -1.4925
C 5.0343 7.7411 -4.2979
Br 4.7626 6.4727 -5.7182
Br 3.3709 8.1965 -3.4541
Br 6.3349 7.1285 -3.0271
H 5.4200 8.6472 -4.7434
C 4.5741 -5.3577 5.7983
Br 5.2715 -3.9216 4.7273
Br 2.9437 -4.8543 6.6830
Br 4.3502 -6.9630 4.7668
H 5.3037 -5.5676 6.5654
C 3.0725 9.8106 -7.1936
Br 1.5446 8.6501 -7.1556
Br 3.2524 10.7004 -8.8883
Br 3.0356 11.0675 -5.7354
H 3.9471 9.1884 -7.0654

natural (NBO) atomic charge list, values in e, 6 entries:
1 C -0.6391
2 C 0.0262
3 C -0.2326
4 C -0.2343
5 C 0.0151
6 C -0.8909

=====

(3)
Entry from the OMol25 dataset: a molecular structure, C17H23CdCl5N2SSi at a distorted geometry (ωB97M-V with the def2-TZVPD basis set).

Summary:
Orbital gap ... 8.591 eV
Total charge ... 0
Energy relative to the best compared isomer or geometry (same formula, charge and spin) ... 0.000 eV
Multiplicity ... 1
LUMO level ... 0.226 eV

CARTESIAN COORDINATES (ANGSTROEM)
Cd 0.1858 -0.4439 0.6575
C -0.6836 1.4794 3.4358
C -1.8962 1.7712 2.5460
N -1.8739 1.2695 1.1630
C -3.0256 0.5166 0.6981
C -3.3087 -0.7513 1.4646
S -1.9657 -1.9507 1.3699
C -1.2577 -2.0801 3.0892
C -0.9874 -0.8461 3.9434
N -0.1142 0.1410 3.2534
H 0.1251 2.1818 3.1921
H -1.0162 1.6500 4.5121
H -2.7859 1.3658 3.0635
H -2.0410 2.8594 2.5287
H -1.6738 2.0203 0.5223
H -3.9224 1.1399 0.6937
H -2.7774 0.2552 -0.3520
H -3.5306 -0.5614 2.5269
H -4.1733 -1.2806 1.0412
H -1.9765 -2.6907 3.6366
H -0.2865 -2.6025 2.9287
H -1.9354 -0.4074 4.2783
H -0.5188 -1.2353 4.8864
H 0.8060 0.1620 3.6928
Cl 2.1006 -3.0090 1.3497
C 2.9724 -1.5221 1.1862
C 2.3232 -0.3249 1.1553
C 2.9623 0.8757 1.0517
Cl 2.0795 2.4002 1.0981
C 4.3747 0.9037 0.9634
Cl 5.1542 2.3758 0.7051
C 5.1176 -0.2886 1.0320
Cl 6.8675 -0.3065 0.9959
C 4.4089 -1.5354 1.0211
Cl 5.2058 -2.9992 0.7650
C -1.5477 1.2829 -4.8453
Si -0.1358 0.0783 -4.4334
C 1.5592 0.7055 -5.1115
C -0.5907 -1.6674 -5.1967
C -0.1011 -0.0138 -2.6326
C -0.1763 -0.1642 -1.3700
H -1.5371 1.5099 -5.9111
H -1.3413 2.2512 -4.3673
H -2.5759 0.9418 -4.6042
H 1.6256 0.5091 -6.1753
H 2.3483 0.2635 -4.5253
H 1.5259 1.7816 -4.9700
H -1.3739 -1.6048 -5.9304
H -0.9145 -2.3054 -4.3581
H 0.3020 -2.1000 -5.6642

natural (NBO) atomic charge list, values in e, 6 entries:
1 Cd 1.5035
2 C -0.2302
3 C -0.2437
4 N -0.6730
5 C -0.2411
6 C -0.5507

=====

Number 1: E -40463.8516 eV. Number 2: E -1428499.2418 eV. Number 3: E -106870.0985 eV.